H4NO2SSi | wB97M-V/def2-TZVPD

Output
Strongest force on any atom ... 2.4 eV Å⁻¹
E_tot ... -895.3406 Eh
E_HOMO ... -4.207 eV
Kohn-Sham gap ... 0.29523 Ha
Charge ... -1
ΔE to the lowest compared entry with this formula, charge and spin ... 0.8948 eV

Last column: Mulliken charge in e.
Positions of all 9 atoms, in Å:
1 S 0.0557 0.7721 -1.4809  0.389
2 Si -0.2283 -0.2090 0.9357  0.206
3 O 1.2664 1.5554 -1.7392  -0.587
4 O -0.6143 1.3826 -0.1347  -0.461
5 N 0.3249 -0.6944 -0.6775  -0.225
6 H -1.8453 -0.3459 1.0220  -0.123
7 H 0.8205 0.7425 1.4385  -0.123
8 H 0.4691 -1.6248 -1.0309  0.204
9 H -0.2487 -1.5786 1.6669  -0.280